ORCA calculation (ωB97M-V/def2-TZVPD) on a molecular structure, C30H41F15GeN8O4RbTe in a non-equilibrium geometry.

XYZ file:
```
101
Properties=species:S:1:pos:R:3:forces:R:3:lowdin_spin:R:1
C -3.2681 1.0587 3.4074 -0.01 0.00 0.00 0.00
C 0.7058 -2.9646 3.0317 -0.01 0.03 -0.01 0.00
F 5.2728 2.8034 0.8134 0.01 -0.02 0.01 0.00
C 4.9700 2.4095 -0.4592 -0.01 0.02 -0.01 0.00
F -1.9469 0.9136 -1.6651 0.12 0.26 -0.23 0.03
N -0.1974 -1.1442 -3.8435 0.06 -0.01 -0.07 0.00
C 0.1469 3.3823 -3.3113 0.12 0.12 0.01 0.11
C 0.4931 2.7214 3.1038 -0.01 0.01 -0.01 0.00
F -2.7874 0.6434 -4.2220 0.23 0.01 0.03 -0.02
H 2.8293 3.4253 0.9059 0.04 0.09 0.05 0.00
F 2.6523 0.5535 -2.5165 -0.01 0.07 0.00 0.00
H 1.4153 -1.5197 5.2597 -0.01 0.01 -0.01 0.00
H -2.2674 2.1768 1.1130 -0.04 -0.03 -0.03 0.00
N -0.2685 2.8512 -0.9189 0.10 -0.05 -0.03 0.47
C -1.8111 1.5054 -3.9045 -0.12 -0.04 0.00 -0.02
C 1.6669 -2.1510 -3.8264 0.05 -0.06 0.06 0.00
H -3.8723 2.8884 1.4418 0.01 0.00 0.00 0.00
H -0.6082 4.0771 1.3208 0.01 0.02 0.01 0.00
C -2.6837 -3.2542 -0.2164 -0.02 -0.04 0.05 0.00
C -3.3447 1.9932 1.0934 -0.02 0.03 -0.01 0.00
H 1.3475 -2.3528 2.3979 0.05 -0.10 -0.02 0.00
F -1.5941 2.0532 -6.1941 0.09 0.03 0.25 0.04
H 3.9486 1.2574 1.9877 0.06 0.02 -0.05 0.00
H -5.7663 1.3686 2.2638 0.01 -0.01 0.00 0.00
O -2.9751 -0.3097 1.4165 0.01 0.01 0.00 0.00
N 1.0083 2.8727 1.7617 0.04 0.00 0.07 0.00
C 2.4674 2.8241 1.7402 0.01 -0.04 -0.08 0.00
H -5.4385 -0.3639 2.5044 0.01 0.00 0.00 0.00
H -0.2799 -3.3120 5.6136 -0.01 0.00 -0.01 0.00
C 0.6997 -1.0237 4.5968 0.01 0.02 0.01 0.00
O -1.9356 -2.7755 0.8805 0.01 0.16 -0.10 0.00
C -2.8486 -2.1440 -1.2585 -0.01 0.01 -0.02 0.00
F 4.7623 -4.1892 0.0502 0.00 0.03 -0.01 0.00
F 0.3377 3.8701 -5.6120 -0.07 -0.09 0.12 -0.02
H -1.6590 -2.1989 5.4382 0.00 -0.01 0.00 0.00
C 0.5886 3.9039 -0.4252 -0.11 0.06 -0.09 0.05
C 3.8409 1.5652 -0.7125 -0.12 0.07 0.04 0.00
H -1.8746 -1.8483 -1.6542 0.01 -0.02 0.00 0.00
C -0.1772 -2.0378 3.8618 -0.05 0.00 0.00 0.00
Rb 0.5696 -0.9041 -0.1249 -0.52 1.07 0.53 0.00
H -3.6306 1.7959 0.0567 0.02 0.01 0.06 0.00
C -0.4446 2.6703 -2.2233 -0.04 0.04 0.05 0.01
O 1.2687 -3.2970 -0.5256 0.45 -0.69 -0.10 0.00
H 1.2584 -0.4341 3.8672 0.00 -0.01 0.02 0.00
C 4.5336 1.7906 -3.0935 -0.02 -0.02 -0.02 0.00
N 0.1431 -1.5569 -5.0364 -0.08 0.02 -0.03 0.00
H -1.5116 -0.9160 -5.7917 -0.05 -0.02 0.03 0.00
Te 2.9687 -3.7179 -0.2405 0.24 -0.40 -0.02 0.00
H 0.8586 1.7928 3.5416 -0.01 0.00 0.00 0.00
F 6.8566 3.6750 -1.0902 -0.03 -0.02 -0.01 0.00
C -1.9010 -4.4186 -0.8193 0.01 -0.03 -0.01 0.00
C -0.9655 -2.8482 4.8976 -0.01 -0.01 0.00 0.00
F 3.3127 -2.4386 1.0955 -0.05 -0.02 -0.07 0.00
H -1.8129 -5.2228 -0.0845 0.00 0.00 -0.01 0.00
H 0.8014 3.5554 3.7640 -0.01 0.00 0.01 0.00
H 0.9206 4.9697 1.4155 0.00 -0.01 -0.02 0.00
H -3.7252 1.9853 3.7726 0.02 -0.02 0.00 0.00
H 2.2812 0.7199 2.0226 0.05 -0.01 0.05 0.00
H 0.0928 -3.5952 2.3858 0.01 0.00 0.01 0.00
C -4.0758 -3.7477 0.2032 0.00 0.02 0.01 0.00
N 1.2863 -2.1947 -5.0994 -0.02 -0.01 0.08 0.00
C 5.8114 2.8932 -1.4437 0.02 0.03 0.04 0.00
H 1.3510 -3.5938 3.6521 -0.01 0.01 0.01 0.00
N 0.7682 -1.5285 -3.0486 -0.17 0.06 -0.19 0.00
H 0.0750 -0.3465 5.1860 0.01 0.00 -0.01 0.00
H 1.6265 3.7185 -0.7198 0.02 -0.07 0.01 0.02
H -4.5897 -4.2043 -0.6489 0.01 0.01 0.01 0.00
C -0.2254 3.1681 -4.6177 0.04 0.06 -0.09 -0.02
H 0.3043 4.8637 -0.8763 0.02 0.01 -0.03 0.02
H -3.9867 -4.4880 1.0012 -0.01 0.00 -0.01 0.00
H -0.8915 -4.0990 -1.0814 -0.01 0.00 0.01 0.00
H -4.6889 -2.9217 0.5735 0.01 -0.01 0.00 0.00
C -1.2152 2.2419 -4.9176 -0.05 -0.04 -0.18 0.14
H 2.8902 3.2795 2.6534 -0.06 -0.07 0.05 0.00
N 2.9400 1.0536 0.1026 -0.06 -0.14 -0.06 0.00
H -2.1824 1.1307 3.4665 0.02 0.02 0.00 0.00
C -3.6813 0.7765 1.9575 0.04 0.00 -0.01 0.00
F 6.4677 3.0493 -3.7355 0.00 0.01 0.00 0.00
N -0.6818 -1.3817 -6.1452 0.10 0.00 -0.01 0.00
H -0.2010 -0.7505 -6.7789 -0.03 0.05 0.02 0.00
H 2.5877 -2.5654 -3.4534 -0.03 0.02 0.00 0.00
F 3.0668 -5.0637 -1.5597 0.00 -0.01 0.03 0.00
F 1.0810 4.3163 -3.0927 -0.13 -0.18 -0.02 0.04
H -0.5959 2.6754 3.0860 0.00 -0.02 0.00 0.00
C 2.9737 1.3967 1.5080 -0.04 -0.01 -0.04 0.00
H -5.4836 0.3038 0.8652 0.00 0.01 0.02 0.00
H -3.3101 -1.2725 -0.7924 0.01 -0.02 -0.02 0.00
C 5.6177 2.6009 -2.7762 0.04 0.00 -0.03 0.00
H -3.4608 -2.4816 -2.1029 0.01 0.00 0.02 0.00
F 4.3024 1.4870 -4.3886 -0.01 0.00 0.00 0.00
F 3.7070 -2.5243 -1.5026 -0.01 0.00 0.00 0.00
Ge -2.6777 -1.9128 2.3720 -0.05 0.04 -0.01 0.00
C -5.1916 0.5104 1.8983 0.01 -0.02 -0.03 0.00
H -1.5487 -3.6365 4.4180 0.01 0.00 0.01 0.00
H -2.4032 -4.8079 -1.7117 0.01 0.00 0.00 0.00
O -1.0166 -1.2999 2.9993 0.06 -0.01 -0.02 0.00
C 3.7012 1.3094 -2.1199 -0.03 -0.02 0.01 0.00
C 0.4580 4.0178 1.0848 -0.05 -0.02 -0.03 0.00
H -3.5728 0.2381 4.0612 -0.02 0.00 0.00 0.00
F 2.6473 -5.0230 1.0730 0.04 0.01 -0.02 0.00
C -1.4061 1.6789 -2.6018 -0.07 -0.15 0.12 0.12
```
Positions in Å, forces in eV/Å.

Spin multiplicity: 2
Net charge: -2
E_tot in hartree: -5773.812926
Frontier orbital gap (spin up / spin down) in eV: 5.22 / 4.05
Energy relative to the best compared isomer or geometry (same formula, charge and spin) in kJ/mol: 58.22